{"formula": "CH10N2O4", "method": "ωB97M-V with the def2-TZVPD basis set", "symbols": ["O", "O", "O", "O", "N", "N", "C", "H", "H", "H", "H", "H", "H", "H", "H", "H", "H"], "xyz": [[-0.106, 2.305, -0.581], [1.158, 0.949, 0.863], [0.887, -0.498, -1.867], [-0.731, -2.255, -0.972], [0.041, -0.546, 2.327], [-1.131, 0.133, 0.490], [0.254, -0.091, 0.940], [0.817, -0.107, -2.663], [-1.247, 1.120, 0.126], [-0.869, -2.867, -1.740], [-1.240, -0.444, -0.360], [0.719, -0.958, 0.374], [-0.600, 0.175, 2.730], [0.658, 1.665, 0.142], [0.286, 3.073, -0.907], [0.201, -1.280, -1.749], [0.901, -0.372, 2.848]], "forces_ev_per_a": [[-0.53, -2.32, 1.78], [-1.53, -2.22, 0.21], [-0.28, -3.14, 4.24], [-0.21, 0.09, -0.82], [0.03, 1.39, 0.06], [2.08, 0.89, -2.22], [-0.50, 2.21, 3.41], [-0.51, 1.96, -4.14], [0.17, -0.72, 0.56], [0.20, 0.42, 1.10], [-0.98, -1.08, 0.24], [-0.29, -0.35, -0.81], [0.37, -1.17, -0.42], [-0.36, 1.15, -1.78], [0.95, 2.07, -0.99], [1.15, 1.39, -0.14], [0.23, -0.58, -0.29]], "nbo_charge": [-0.92, -0.49, -1.00, -0.87, -0.76, -0.57, 0.30, 0.46, 0.43, 0.45, 0.43, 0.37, 0.37, 0.47, 0.47, 0.49, 0.37], "gap_ev": 4.43, "spin_multiplicity": 1, "lumo_energy_ev": -5.4840}

***

{"formula": "CH10N2O4", "method": "ωB97M-V with the def2-TZVPD basis set", "symbols": ["O", "O", "O", "O", "N", "N", "C", "H", "H", "H", "H", "H", "H", "H", "H", "H", "H"], "xyz": [[-1.087, -1.979, -1.816], [-0.088, 0.892, 0.531], [2.170, -1.084, -2.507], [2.692, 1.266, -0.069], [-1.558, -0.613, 1.287], [-1.851, 1.508, 2.103], [-1.114, 0.697, 1.172], [1.752, 1.331, 0.049], [-2.732, 1.091, 2.438], [-1.337, 2.212, 2.565], [2.230, -0.180, -2.068], [2.965, 0.423, 0.486], [-0.253, -1.586, -2.120], [-1.197, -1.172, 0.499], [2.651, -1.585, -1.736], [-1.326, -2.823, -2.183], [-1.706, -0.925, 2.196]], "forces_ev_per_a": [[-0.23, 1.16, 1.05], [-1.24, 1.70, 0.13], [1.49, 0.23, 3.52], [2.02, -2.80, 1.27], [0.03, 1.07, -3.21], [0.55, -1.66, -2.44], [0.19, -1.54, 2.63], [-1.09, -0.04, 0.31], [1.17, 0.75, -0.13], [0.01, 0.82, 0.51], [-0.27, -1.07, -1.01], [-1.00, 2.74, -1.66], [-0.18, -0.84, -0.36], [-0.34, -0.21, 1.12], [-1.36, 0.93, -2.39], [0.60, -0.25, -0.57], [-0.35, -1.00, 1.22]], "nbo_charge": [-0.99, -0.68, -0.96, -0.97, -0.88, -0.87, 0.80, 0.50, 0.41, 0.40, 0.49, 0.46, 0.51, 0.43, 0.46, 0.48, 0.39], "gap_ev": 10.52, "smiles": "NC(N)=O.O.O.O", "spin_multiplicity": 1, "lumo_energy_ev": 0.4975}

***

{"formula": "CH10NO3", "method": "ωB97M-V with the def2-TZVPD basis set", "symbols": ["O", "O", "O", "N", "C", "H", "H", "H", "H", "H", "H", "H", "H", "H", "H"], "xyz": [[-1.010, 0.287, 1.630], [-2.967, -1.866, 1.727], [1.341, 1.053, 0.410], [1.125, 0.529, -2.086], [2.256, 0.244, -2.617], [-1.404, -0.556, 1.373], [1.831, 1.674, 0.882], [-3.406, -2.153, 0.927], [3.160, -0.057, -1.721], [-1.280, 0.430, 2.568], [-3.670, -1.615, 2.335], [1.230, 0.687, -1.113], [0.548, 0.856, 0.928], [0.271, 0.036, -2.390], [2.390, -0.263, -3.621]], "forces_ev_per_a": [[-0.61, 0.31, 0.65], [1.23, 0.75, 0.23], [-1.44, -1.80, -0.58], [0.42, -2.01, -2.01], [2.45, -3.48, 1.99], [-0.15, -1.01, -0.05], [1.55, 1.84, 1.33], [-0.55, -0.52, -0.99], [-2.13, 2.09, -3.09], [0.24, 0.11, -0.13], [-0.65, 0.09, 0.69], [-0.46, 0.82, 1.82], [0.26, 0.29, -0.10], [0.19, 1.35, -0.74], [-0.34, 1.18, 0.99]], "nbo_charge": [-0.55, -0.60, -0.90, -0.62, 0.15, 0.52, 0.52, 0.52, 0.27, 0.53, 0.53, 0.44, 0.49, 0.44, 0.26], "gap_ev": [12.02, 4.25], "spin_multiplicity": 2, "lumo_energy_ev": [-8.2717, -15.5299], "charge": 2}

***

{"formula": "CH10NO4", "method": "ωB97M-V with the def2-TZVPD basis set", "symbols": ["O", "O", "O", "O", "N", "C", "H", "H", "H", "H", "H", "H", "H", "H", "H", "H"], "xyz": [[-1.209, 1.876, 2.077], [-1.754, -1.297, -1.541], [1.561, 1.435, -1.012], [-0.494, 0.014, 0.405], [1.328, -1.363, -0.423], [0.525, -0.800, 0.698], [-0.825, -1.446, -1.747], [-0.299, 2.084, 2.305], [1.622, -0.685, -1.103], [0.810, 1.583, -0.438], [-1.059, 1.044, 1.496], [-1.688, -0.762, -0.697], [1.422, 0.872, -1.761], [1.142, -2.173, -1.007], [1.412, -0.332, 1.245], [0.073, -1.671, 1.248]], "forces_ev_per_a": [[0.03, -0.54, -0.15], [-0.50, 0.08, 0.22], [2.07, 1.56, 0.06], [-0.24, 1.00, -0.34], [0.77, -0.76, -1.22], [0.33, -0.92, 0.29], [-0.07, 0.15, 0.22], [0.02, 0.13, 0.09], [0.19, 0.41, 0.58], [-1.04, -1.00, -0.26], [0.05, 0.56, 0.09], [0.62, -0.32, -0.63], [-1.09, -0.02, -0.05], [-0.98, -0.27, 0.87], [-1.27, -0.16, 0.22], [1.10, 0.09, 0.01]], "nbo_charge": [-1.02, -1.01, -0.98, -0.96, -0.93, 0.12, 0.45, 0.44, 0.33, 0.51, 0.51, 0.51, 0.46, 0.34, 0.11, 0.11], "gap_ev": 8.23, "spin_multiplicity": 1, "lumo_energy_ev": 4.0848, "charge": -1}

***

Computed E_tot, in the same sequence as the records: -454.25844 -454.57713 -323.70802 -399.82698 hartree.
Computed energy above the lowest of the compared OMol25 structures with the same formula, charge and spin, in the same sequence as the records: 232.54 32.56 38.74 24.05 kcal per mole.